{
  "formula": "C21H32BNO14",
  "method": "ωB97M-V/def2-TZVPD",
  "lumo_ha": -0.0209,
  "homo_lumo_gap_ev": 9.2,
  "homo_ev": -9.817,
  "elements": ["C", "C", "O", "C", "C", "C", "C", "B", "O", "O", "C", "C", "C", "C", "C", "O", "N", "C", "O", "H", "H", "H", "H", "H", "H", "H", "H", "H", "H", "H", "H", "H", "H", "C", "O", "C", "O", "O", "C", "H", "H", "H", "H", "H", "H", "C", "O", "C", "O", "O", "C", "H", "H", "H", "H", "H", "H", "C", "O", "C", "O", "O", "C", "H", "H", "H", "H", "H", "H"],
  "coordinates": [[1.433, 0.924, 4.214], [2.640, 0.414, 3.437], [3.029, -0.810, 4.032], [2.453, 0.365, 1.895], [1.030, 0.422, 1.380], [0.536, 1.556, 0.699], [1.378, 2.789, 0.439], [1.153, 3.837, 1.612], [2.165, 4.626, 2.070], [-0.101, 3.989, 2.193], [-0.786, 1.577, 0.229], [-1.646, 0.504, 0.397], [-1.153, -0.608, 1.055], [0.138, -0.646, 1.528], [0.346, -1.995, 2.138], [1.345, -2.537, 2.469], [-0.966, -2.622, 2.254], [-1.829, -1.914, 1.318], [-2.846, -2.318, 0.862], [0.792, 0.082, 4.467], [1.792, 1.319, 5.162], [0.898, 1.725, 3.713], [3.462, 1.110, 3.616], [3.222, -1.458, 3.351], [2.991, 1.209, 1.487], [2.920, -0.526, 1.475], [0.985, 3.245, -0.469], [2.424, 2.564, 0.277], [1.875, 4.987, 2.918], [-0.384, 3.215, 2.689], [-1.162, 2.445, -0.291], [-2.648, 0.525, 0.000], [-1.285, -2.257, 3.158], [0.658, -0.589, -5.673], [0.290, -1.813, -5.034], [-0.212, -1.662, -3.810], [-0.366, -0.616, -3.234], [-0.511, -2.868, -3.331], [-1.063, -2.847, -2.014], [1.046, -0.857, -6.651], [-0.209, 0.058, -5.793], [1.432, -0.076, -5.104], [-1.997, -2.289, -1.996], [-0.352, -2.416, -1.310], [-1.261, -3.878, -1.736], [3.410, 6.685, -5.397], [3.318, 5.904, -4.204], [2.703, 6.519, -3.194], [2.244, 7.630, -3.220], [2.685, 5.689, -2.151], [2.050, 6.223, -0.987], [3.927, 6.069, -6.128], [2.419, 6.934, -5.770], [3.983, 7.592, -5.219], [1.006, 6.455, -1.191], [2.570, 7.112, -0.636], [2.106, 5.459, -0.221], [-3.166, -5.119, 1.683], [-3.349, -6.518, 1.951], [-4.504, -7.015, 1.521], [-5.372, -6.408, 0.950], [-4.541, -8.314, 1.833], [-5.737, -8.978, 1.426], [-2.196, -4.852, 2.082], [-3.183, -4.929, 0.614], [-3.936, -4.532, 2.178], [-5.852, -8.936, 0.344], [-6.606, -8.538, 1.911], [-5.635, -10.014, 1.738]],
  "mulliken_charge": [-1.226, 0.108, -0.609, -1.271, 0.328, 0.959, -1.523, 0.970, -0.584, -0.710, -0.523, -1.065, -0.118, 1.491, -0.166, -0.528, -0.132, -0.146, -0.533, 0.333, 0.415, 0.090, 0.397, 0.368, 0.112, 0.673, 0.516, 0.369, 0.305, 0.322, 0.578, 0.548, 0.345, -0.620, -0.350, 0.755, -0.536, -0.338, -0.389, 0.213, 0.288, 0.295, 0.304, 0.171, 0.215, -0.635, -0.318, 0.746, -0.541, -0.258, -0.600, 0.219, 0.296, 0.296, 0.322, 0.417, -0.019, -0.644, -0.323, 0.726, -0.544, -0.332, -0.630, 0.363, 0.270, 0.286, 0.293, 0.292, 0.216]
}